1.
ORCA calculation (ωB97M-V/def2-TZVPD) on a 2-piece molecular cluster, CH9N2 overall in a non-equilibrium geometry.

```
12
Properties=species:S:1:pos:R:3:forces:R:3:nbo_charge:R:1
N -1.6020 -0.1236 -1.1029 -1.1 0.0 0.4 -1.096
H -1.9881 -1.0172 -0.7842 0.4 0.0 0.1 0.389
H -1.9247 -0.1133 -2.0690 0.4 0.3 -0.2 0.401
H -0.1540 0.5607 -0.3062 0.0 -0.4 0.2 0.471
H -2.2329 0.5439 -0.6370 0.2 -0.1 -0.3 0.380
C 1.0430 -0.5696 1.0299 -0.9 0.0 -0.4 -0.418
N 0.7526 0.6655 0.2403 0.0 0.1 -0.7 -0.702
H 0.1416 -0.8201 1.5625 -0.4 0.0 0.3 0.227
H 1.2182 -1.3901 0.3395 0.5 0.1 0.1 0.241
H 1.8035 -0.3640 1.7571 0.6 -0.1 0.0 0.240
H 1.4386 0.8256 -0.5033 0.2 0.1 0.4 0.434
H 0.7108 1.4894 0.8346 0.0 0.1 0.0 0.432
```
Forces are in eV/Å.

The value obtained for the orbital gap is 12.52 eV. The total energy is -152.76847 a.u. As for the energy relative to the best compared isomer or geometry (same formula, charge and spin): 0.217 eV. The HOMO energy is -0.587 Ha. Its net charge is +1.

2.
ORCA calculation (ωB97M-V/def2-TZVPD) on C3H2FN3O in the gas phase in a non-equilibrium geometry.

```
10
Properties=species:S:1:pos:R:3:forces:R:3:nbo_charge:R:1
C 1.1129 -0.3575 -0.0454 -0.1 1.1 1.4 0.627
C 1.0761 1.1106 0.1347 -3.6 -1.4 -1.1 -0.121
C -1.2135 -0.4277 -0.0016 0.1 -0.3 0.1 0.636
H 1.9107 1.6856 0.3557 1.3 1.1 0.2 0.227
H -3.2184 -0.5976 0.2279 0.1 1.0 -0.3 0.390
N -0.1040 1.6885 0.0242 3.5 0.4 0.7 0.002
N -2.3194 -1.0049 0.0722 1.7 -1.5 0.4 -0.675
N 0.0654 -1.0580 0.0305 -0.2 -0.5 -0.8 -0.463
O -1.1677 0.9425 -0.1903 -1.3 0.1 -0.3 -0.322
F 2.3668 -0.8844 -0.0528 -1.5 0.1 -0.2 -0.300
```
Forces are in eV/Å.

The value obtained for the orbital gap is 9.45 eV. The total energy is -454.79803 a.u. As for the energy relative to the best compared isomer or geometry (same formula, charge and spin): 2.748 eV. The HOMO energy is -0.371 Ha. The SMILES is [H]/N=c1/nc(F)cno1.

3.
ORCA calculation (ωB97M-V/def2-TZVPD) on C5H10O in the gas phase in a non-equilibrium geometry.

```
16
Properties=species:S:1:pos:R:3:forces:R:3:nbo_charge:R:1
C 1.9252 0.3224 -1.2629 -0.4 0.2 -0.2 -0.596
C 1.1669 1.0954 -0.1463 0.5 -1.1 -1.3 -0.451
C -1.8663 -1.0856 0.7842 0.2 -0.2 0.9 -0.106
O -2.4092 -0.1395 1.7201 0.1 0.1 -0.4 -0.715
C -0.7999 -0.4572 -0.0846 -0.3 -1.1 0.6 -0.265
C 0.1971 0.1780 0.5350 0.5 -0.4 -0.4 -0.142
H 2.8149 0.8512 -1.6016 0.2 -0.1 0.2 0.209
H 2.1620 -0.6800 -0.9157 0.3 0.0 -0.1 0.205
H 1.3039 0.2252 -2.1540 -0.1 -0.2 0.1 0.201
H 1.9374 1.5159 0.4902 -0.4 0.3 0.4 0.214
H 0.5759 1.8487 -0.6645 0.3 0.5 0.4 0.217
H -2.7033 -1.5167 0.2366 0.2 -0.2 -0.4 0.170
H -1.4172 -1.8572 1.4179 -0.2 -0.2 -0.1 0.180
H -2.4796 0.6788 1.2114 -0.1 0.0 0.3 0.460
H -0.8168 -0.8094 -1.1108 -0.2 1.2 -0.5 0.209
H 0.4088 -0.1700 1.5449 -0.5 1.0 0.4 0.209
```
Forces are in eV/Å.

The value obtained for the orbital gap is 9.89 eV. The total energy is -271.68683 a.u. As for the energy relative to the best compared isomer or geometry (same formula, charge and spin): 1.790 eV. The HOMO energy is -0.331 Ha. The SMILES is CC/C=C/CO.

4.
ORCA calculation (ωB97M-V/def2-TZVPD) on a 2-piece molecular cluster, C18H29N3O7S overall in a non-equilibrium geometry.

```
58
Properties=species:S:1:pos:R:3:forces:R:3:nbo_charge:R:1
O -0.6730 -3.7512 -0.1666 0.1 0.0 0.2 -0.636
O -3.9882 -3.9841 -2.6013 0.5 0.2 0.1 -0.623
O 5.4509 3.0175 -0.2326 -0.8 -0.4 1.6 -0.942
O 3.0613 3.3754 -0.0423 1.0 -0.8 1.9 -0.931
O 2.3225 -0.8066 5.6036 0.2 0.2 -0.2 -0.718
O 4.4579 0.7558 4.4650 -0.1 -0.2 -0.2 -0.722
O 4.6358 4.2384 1.7384 -0.6 -1.4 -0.3 -0.867
C -1.2274 -3.3627 -1.1837 1.4 -1.3 0.0 0.690
C -4.0832 -2.7711 -2.7311 0.8 -1.4 0.6 0.660
C -0.1831 2.3733 -1.2173 -0.4 -0.6 -0.3 -0.220
C -1.5450 2.4782 -1.5477 0.4 -0.8 -0.2 -0.206
C 0.5165 1.1866 -1.4946 -0.9 0.0 -0.3 -0.222
C -2.2046 1.3975 -2.1595 1.1 0.0 0.4 -0.223
C -0.1443 0.1022 -2.0998 -0.5 1.0 0.3 -0.153
C -1.5074 0.2059 -2.4387 0.1 0.1 0.3 -0.035
N -5.1499 -2.3010 -3.3888 -0.8 1.4 -0.4 -0.609
N 0.5900 1.0435 2.8945 -0.3 0.3 0.3 -0.634
N -2.1624 -2.4145 -1.0830 -1.9 1.1 -0.8 -0.610
C -0.7778 -3.9280 -2.5188 -0.5 0.1 0.1 -0.717
C -5.5698 -0.9142 -3.5998 0.3 -0.4 -0.1 -0.416
C 0.8091 -0.0446 3.8583 0.2 0.5 -0.7 -0.242
C 1.6802 1.2560 1.9345 -0.4 -0.3 0.5 -0.231
C 2.0730 0.2551 4.6700 -0.5 -0.6 -0.2 0.077
C 3.2758 0.4195 3.7198 0.0 0.6 1.0 0.087
C 3.0147 1.5164 2.6626 -0.5 -0.1 -0.4 -0.252
C -2.2376 -0.9551 -3.0908 0.0 0.2 -0.2 -0.430
C 4.1928 1.5464 1.6561 -0.3 0.5 0.9 -0.649
C -3.0510 -1.8054 -2.0931 0.4 0.2 0.2 -0.120
S 4.3002 3.0516 0.6726 0.0 1.1 -3.3 2.297
H 1.5595 -0.9462 6.1898 0.3 0.3 -0.5 0.474
H 4.2314 1.2743 5.2557 -0.1 -0.3 -0.5 0.476
H 5.2405 4.7704 1.2055 0.3 0.4 0.1 0.512
H 0.3328 3.2080 -0.7606 0.0 0.0 0.0 0.231
H -2.0794 3.3947 -1.3412 0.0 0.0 0.0 0.214
H 1.5679 1.1167 -1.2537 0.0 0.0 0.0 0.222
H -3.2486 1.4882 -2.4196 -0.2 0.0 -0.1 0.202
H 0.4005 -0.8068 -2.3092 0.0 -0.1 0.0 0.203
H -5.7524 -3.0264 -3.7498 0.2 0.0 0.1 0.412
H -0.2979 0.9211 2.4024 0.5 0.1 0.2 0.373
H -2.3230 -2.1360 -0.1293 0.0 -0.1 0.0 0.410
H -1.6168 -4.0723 -3.1901 -0.1 0.1 -0.2 0.237
H -0.0532 -3.2546 -2.9674 0.1 0.1 -0.1 0.218
H -0.3075 -4.8936 -2.3416 0.0 0.2 0.1 0.248
H -5.0962 -0.5132 -4.4979 -0.1 0.2 0.0 0.196
H -6.6520 -0.8810 -3.7388 0.1 -0.1 0.1 0.217
H -5.3167 -0.2895 -2.7423 0.0 0.0 -0.1 0.200
H 0.9144 -1.0015 3.3343 0.2 -0.3 0.2 0.179
H -0.0515 -0.1205 4.5303 0.1 0.1 -0.1 0.200
H 1.7739 0.3765 1.2878 0.3 -0.1 -0.2 0.163
H 1.4195 2.1093 1.3055 0.1 -0.1 0.0 0.236
H 1.9156 1.1940 5.2118 0.1 0.1 0.0 0.161
H 3.4374 -0.5361 3.2070 0.2 0.0 0.2 0.188
H 2.9445 2.4817 3.1772 0.0 -0.1 0.0 0.226
H -2.9034 -0.5420 -3.8455 -0.2 0.0 -0.1 0.216
H -1.5247 -1.5786 -3.6261 0.0 -0.1 0.0 0.225
H 4.1288 0.7031 0.9686 0.0 0.3 -0.3 0.260
H 5.1413 1.4741 2.1894 0.0 0.1 0.0 0.280
H -3.6606 -1.0942 -1.5381 0.0 0.1 0.2 0.218
```
Forces are in eV/Å.

The value obtained for the orbital gap is 9.57 eV. The total energy is -1792.43336 a.u. The HOMO energy is -0.336 Ha. The SMILES is O=S(=O)(O)C[C@H]1CNC[C@@H](O)[C@@H]1O.CNC(=O)[C@H](Cc1ccccc1)NC(C)=O.